# C2H2N2O3

The molecule C2H2N2O3 (wB97M-V/def2-TZVPD, the OMol25 dataset).

Last column: Mulliken charge in e.
Cartesian coordinates (Å):
O1 -0.3845 0.5724 1.6214  -0.451
O2 1.0447 -2.5310 -1.0854  -0.344
O3 0.0586 -1.0145 0.0079  -0.114
N1 -1.1699 1.5798 -1.5621  -0.281
N2 1.0136 -1.3760 -0.8297  0.138
C1 -0.5756 1.1370 -0.7171  0.157
C2 0.0811 0.4472 0.3563  0.311
H1 -1.2883 0.3662 1.7438  0.332
H2 1.2203 0.8189 0.4650  0.252

The total charge is 0. As for the structure (SMILES): N#C[C@@H](O)ON=O. Its molar mass is 102.05 g/mol. Its orbital gap is 10.737 eV. The energy relative to the best compared isomer or geometry (same formula, charge and spin) is 3.9470 eV. The value obtained for the LUMO energy is 0.11 eV. Its spin multiplicity is 1.

# C6H9N

A structure of composition C6H9N (wB97M-V/def2-TZVPD, the OMol25 dataset).

Last column: Mulliken charge in e.
Cartesian coordinates (Å):
N1 -0.1525 -1.0013 -0.1276  -0.432
C1 2.6183 -0.5615 -0.1822  -0.776
C2 -2.5546 -0.3193 0.0876  -1.213
C3 0.8339 1.2750 0.1813  -0.344
C4 1.4080 0.0484 0.3262  0.158
C5 -0.5613 1.2227 0.0989  -0.630
C6 -1.0765 -0.0531 -0.0153  0.611
H1 -2.8234 -0.5764 1.1203  0.262
H2 2.3960 -0.9867 -1.1731  0.242
H3 3.1531 -1.2856 0.4372  0.271
H4 -2.8888 -1.1367 -0.5592  0.373
H5 3.2188 0.3690 -0.1505  0.243
H6 -0.6061 -1.9384 -0.2279  0.212
H7 -3.1121 0.5830 -0.1821  0.317
H8 -1.1685 2.0973 0.1931  0.369
H9 1.3156 2.2636 0.1733  0.337

The total charge is 0. Its molar mass is 95.14 g/mol. Its orbital gap is 8.277 eV. The energy relative to the best compared isomer or geometry (same formula, charge and spin) is 3.0174 eV. The value obtained for the LUMO energy is 0.95 eV. Its spin multiplicity is 1.

- Which formula does entry 2 have?
  C6H9N